1.
Here is a cluster of 2 separate species, CH8N2S2 in total from the Open Molecules 2025 dataset. Energies are from ωB97M-V/def2-TZVPD.

Last column: Mulliken charge in e.
Atoms and positions in Å:
1 S -2.3918 -1.5409 0.5305  -0.235
2 S -2.3076 0.4795 0.0097  -0.115
3 H -3.6803 -1.9048 0.2412  0.174
4 H -1.0857 0.9157 0.1820  0.130
5 N 0.4779 0.1488 -1.3244  -0.555
6 C 1.4223 0.5239 -0.1331  -0.354
7 N 0.8453 0.1020 1.2079  -0.393
8 H 0.7251 -0.8725 -1.3662  0.236
9 H 0.8507 0.4901 -2.2633  0.248
10 H 1.6220 1.5744 -0.0940  0.320
11 H 2.3546 -0.1203 -0.3576  0.252
12 H 0.0599 -0.4659 1.3663  0.130
13 H 1.1075 0.6701 2.0009  0.164

## Properties
* SMILES string: NCN.SS
* highest occupied orbital energy: -7.98 eV
* frontier orbital gap: 8.38 eV

---

2.
Here is a cluster of 2 separate species, CH8N2S2 in total from the Open Molecules 2025 dataset. Energies are from ωB97M-V/def2-TZVPD.

Last column: Mulliken charge in e.
Atoms and positions in Å:
1 S -0.0542 -1.5873 -1.2587  -0.212
2 S -1.5799 -0.1834 -2.2123  -0.182
3 H -0.1523 -2.6442 -2.0427  0.183
4 H -2.3437 -0.8335 -1.3346  0.196
5 N 0.8379 0.6970 3.4074  -0.588
6 C 1.6295 1.4306 2.4465  -0.199
7 N 0.9958 1.5813 0.9805  -0.576
8 H -0.1468 0.6627 3.1723  0.236
9 H 1.1799 -0.2622 3.3524  0.265
10 H 2.4980 0.9427 2.2005  0.275
11 H 1.8787 2.4622 2.9336  0.206
12 H 0.4549 2.4753 0.8208  0.241
13 H 0.1648 0.9956 1.0395  0.155

## Properties
* SMILES string: NCN.SS
* highest occupied orbital energy: -9.11 eV
* frontier orbital gap: 8.47 eV

---

What should be chosen as the least stable of them? Choose 1.

---

1.
Here is the ion C6H16NS with charge +1 from the Open Molecules 2025 dataset. Energies are from ωB97M-V/def2-TZVPD.

Last column: Mulliken charge in e.
Atoms and positions in Å:
1 C -2.4460 1.0386 0.0176  -1.159
2 C 1.3285 0.7130 1.5092  -1.214
3 C 0.1787 -1.9146 0.1654  -1.290
4 C -1.5650 -0.2516 0.2134  -0.957
5 C 0.8652 0.7879 0.1034  0.027
6 C -0.2432 -0.5657 -0.4520  0.462
7 N 1.9967 0.6763 -0.9384  -0.192
8 S -0.4851 -0.4038 -2.1913  -0.103
9 H -2.6788 1.5499 1.0071  0.264
10 H -1.9657 1.7173 -0.7339  0.329
11 H -3.4380 0.7682 -0.4143  0.335
12 H 0.6891 -0.1568 1.9586  0.220
13 H 1.1710 1.6206 2.1031  0.281
14 H 2.3824 0.4002 1.5963  0.409
15 H -0.7531 -2.6266 0.3223  0.365
16 H 0.9063 -2.4639 -0.5766  0.345
17 H 0.6736 -1.9333 1.0557  0.455
18 H -2.3357 -0.9460 -0.0665  0.504
19 H -1.3067 -0.4172 1.3851  0.211
20 H 0.2539 1.6375 -0.3322  0.425
21 H 2.6492 1.3421 -0.5821  0.348
22 H 1.4187 0.9317 -1.7674  0.353
23 H 2.1315 -0.3455 -0.8433  0.373
24 H 0.5727 -1.1582 -2.5393  0.211

## Properties
* SMILES string: CC[C@@](C)(S)[C@@H](C)[NH3+]
* highest occupied orbital energy: -13.49 eV
* net charge: +1
* frontier orbital gap: 10.22 eV

---

2.
Here is a cluster of 2 separate species, C6H16NS in total from the Open Molecules 2025 dataset. Energies are from ωB97M-V/def2-TZVPD.

Last column: Mulliken charge in e.
Atoms and positions in Å:
1 C 0.0532 1.8848 2.0656  -1.203
2 C -1.7075 -0.5405 0.7461  -1.437
3 C 1.1590 -1.8384 -0.4873  -1.001
4 C 0.9523 -0.1714 -2.2272  -0.954
5 C 0.4706 0.7596 1.0857  -0.692
6 C -0.6766 0.3847 0.2100  0.902
7 N 0.2779 -0.9060 -1.1753  -0.142
8 S -1.1972 1.6561 -0.8459  -0.046
9 H -0.9906 2.1613 1.9423  0.386
10 H 0.6495 2.7749 1.8949  0.350
11 H 0.1957 1.5667 3.0922  0.329
12 H -2.2867 -0.0070 1.5048  0.357
13 H -1.2556 -1.3974 1.2422  0.362
14 H -2.4044 -0.8861 -0.0150  0.491
15 H 0.6482 -2.3003 0.3552  0.304
16 H 1.4861 -2.6352 -1.1604  0.364
17 H 2.0419 -1.3106 -0.1351  0.407
18 H 1.7371 0.4506 -1.7932  0.344
19 H 1.4180 -0.8602 -2.9411  0.358
20 H 0.2488 0.4594 -2.7717  0.367
21 H 0.8057 -0.1083 1.6500  0.311
22 H 1.2980 1.1233 0.4780  0.312
23 H -0.5289 -1.4045 -1.5479  0.313
24 H -2.3946 1.1446 -1.1669  0.220

## Properties
* highest occupied orbital energy: -13.92 eV
* net charge: +1
* frontier orbital gap: 10.10 eV

---

What should be chosen as the least stable of them? Choose 1.

---

1.
Here is a cluster of 2 separate species, C6H16NS in total from the Open Molecules 2025 dataset. Energies are from ωB97M-V/def2-TZVPD.

Last column: Mulliken charge in e.
Atoms and positions in Å:
1 C 0.8890 -1.6434 -1.1746  -1.554
2 C 1.1062 -1.4125 1.2838  -1.183
3 C 1.3398 2.1325 0.3690  -1.087
4 C -1.0522 1.8258 0.4323  -1.203
5 C -2.1865 -1.3195 -1.3752  -0.907
6 C 0.1891 -1.3831 0.1182  1.019
7 N 0.1768 1.3697 0.9570  -0.159
8 S -1.4598 -1.2006 0.2907  0.149
9 H 0.4974 -1.4252 -2.0771  0.540
10 H 1.9045 -1.0882 -1.2282  0.337
11 H 1.0597 -2.7064 -1.1916  0.428
12 H 1.5635 -2.4015 1.4290  0.412
13 H 0.5222 -1.0924 2.2154  0.317
14 H 1.9646 -0.6765 1.1792  0.271
15 H 1.1205 3.2451 0.4899  0.385
16 H 2.1137 2.1044 1.1190  0.388
17 H 1.5490 1.7763 -0.6068  0.322
18 H -1.9219 1.2628 0.7722  0.354
19 H -1.3227 2.8529 0.6437  0.414
20 H -0.9508 1.7327 -0.6025  0.420
21 H -1.9441 -0.3205 -1.7368  0.315
22 H -3.2735 -1.1477 -1.2782  0.395
23 H -1.9806 -2.2017 -1.9276  0.380
24 H 0.0960 1.7169 1.8993  0.247

## Properties
* highest occupied orbital energy: -12.95 eV
* net charge: +1
* frontier orbital gap: 7.94 eV

---

2.
Here is a cluster of 2 separate species, C6H16NS in total from the Open Molecules 2025 dataset. Energies are from ωB97M-V/def2-TZVPD.

Last column: Mulliken charge in e.
Atoms and positions in Å:
1 C -1.4036 -0.0010 2.9083  -1.161
2 C -1.3480 -0.6349 1.5489  0.819
3 C -1.3613 -1.9025 1.0890  -0.907
4 N -1.2274 0.4623 0.5467  -0.130
5 H -1.5599 -0.7504 3.6829  0.370
6 H -0.4282 0.4728 3.1355  0.306
7 H -2.2234 0.7151 2.9092  0.332
8 H -1.4199 -2.0247 0.0124  0.243
9 H -1.3412 -2.8020 1.6911  0.307
10 H -1.9859 1.1122 0.6208  0.359
11 H -1.2038 0.1813 -0.4133  0.310
12 H -0.3743 0.9908 0.6740  -0.049
13 C 0.9355 -0.5069 -2.9433  -1.029
14 C 1.1071 0.7630 -2.0457  -0.344
15 C 1.7942 0.4795 -0.7178  -0.561
16 S 1.6616 1.9108 0.4287  -0.246
17 H 0.3723 -0.2972 -3.8715  0.339
18 H 0.2725 -1.1697 -2.3848  0.203
19 H 1.8646 -0.9770 -3.1440  0.366
20 H 1.6392 1.6207 -2.4832  0.374
21 H 0.0912 1.1804 -1.8265  0.176
22 H 2.8557 0.2055 -0.7904  0.438
23 H 1.2586 -0.2852 -0.1929  0.304
24 H 2.0246 1.2571 1.5660  0.183

## Properties
* highest occupied orbital energy: -13.27 eV
* net charge: +1
* frontier orbital gap: 10.16 eV

---

What should be chosen as the least stable of them? Choose 1.

---

1.
Here is a cluster of 2 separate species, C4H12BNO in total from the Open Molecules 2025 dataset. Energies are from ωB97M-V/def2-TZVPD.

Last column: Mulliken charge in e.
Atoms and positions in Å:
1 B -1.1099 -1.3382 0.2443  0.309
2 C 0.6022 1.0170 -1.2620  -1.166
3 C 1.3344 -1.4798 0.6182  -1.272
4 C 0.5343 0.8517 0.2717  -1.243
5 C 0.0598 -0.5499 0.8535  0.153
6 N -2.5098 1.0965 -0.5874  -0.580
7 O -1.8202 -2.0900 -0.3973  -0.506
8 H 1.5995 0.7718 -1.6585  0.316
9 H 0.5855 2.1116 -1.3566  0.366
10 H -0.1879 0.5911 -1.8199  0.385
11 H 2.1468 -0.7395 0.6010  0.380
12 H 1.3896 -1.9265 -0.3382  0.390
13 H 1.6513 -2.1991 1.5406  0.279
14 H 1.4941 1.0964 0.5768  0.566
15 H -0.1298 1.6373 0.6377  0.539
16 H 0.0012 -0.4430 1.8553  0.476
17 H -3.2570 1.6670 -0.3254  0.274
18 H -1.6849 1.5701 0.0431  0.066
19 H -1.9958 1.6379 -1.3742  0.267

## Properties
* SMILES string: CC[C@H](C)B=O.N
* highest occupied orbital energy: -10.80 eV
* frontier orbital gap: 11.46 eV

---

2.
Here is a cluster of 2 separate species, C4H12BNO in total from the Open Molecules 2025 dataset. Energies are from ωB97M-V/def2-TZVPD.

Last column: Mulliken charge in e.
Atoms and positions in Å:
1 B 1.6957 -0.0427 0.0670  0.401
2 C 2.6873 -1.1345 -0.5333  -0.833
3 C -1.1957 0.6889 -0.9103  -1.172
4 C -2.3273 -0.7627 0.7073  -1.500
5 C -1.0150 0.0357 0.5027  0.639
6 N 1.8438 1.3047 0.4847  -0.399
7 O -0.0590 -0.9027 0.6166  -0.683
8 H 3.7801 -0.8497 -0.4083  0.276
9 H 2.5930 -0.9150 -1.6997  0.288
10 H 2.3053 -2.1743 -0.4307  0.284
11 H -0.1513 0.7562 -1.4010  0.230
12 H -1.8104 0.0967 -1.5437  0.409
13 H -1.6009 1.6886 -0.7987  0.315
14 H -3.2052 -0.2126 0.2467  0.322
15 H -2.3568 -1.2146 1.6849  0.393
16 H -2.2167 -1.7073 0.1863  0.398
17 H -1.0677 0.9309 1.1612  0.169
18 H 2.5712 1.8251 0.1069  0.227
19 H 1.0555 1.9042 0.7185  0.236

## Properties
* highest occupied orbital energy: -8.92 eV
* frontier orbital gap: 9.31 eV

---

What should be chosen as the least stable of them? Choose 2.